Molecular formula: C47H45N4OPbSi
Method: DFT, wB97M-V/def2-TZVPD

Output
gap between HOMO and LUMO = 6.62 eV
total charge = +1
relative energy (zero: lowest compared OMol25 entry of this formula, charge and spin) = 0.0 kcal per mole
lowest unoccupied orbital energy = -2.97 eV
E_tot = -2594.40280 Eh

XYZ file:
```
99
Properties=species:S:1:pos:R:3:lowdin_charge:R:1
Pb -0.09 0.16 -0.37 1.41
C -4.58 -1.46 2.49 -0.09
C -3.56 -0.63 2.95 -0.08
C -2.81 0.11 2.05 -0.04
C -3.05 0.02 0.69 -0.33
C -4.06 -0.82 0.23 -0.04
C -4.83 -1.55 1.12 -0.07
N -2.19 0.67 -0.24 -0.11
C -2.58 1.75 -0.99 -0.26
C -3.89 2.26 -1.03 -0.01
C -4.21 3.32 -1.86 -0.08
C -3.25 3.91 -2.67 -0.10
C -1.95 3.43 -2.64 -0.05
C -1.60 2.38 -1.79 -0.29
N -0.24 1.94 -1.71 -0.09
N 0.56 3.02 -1.16 -0.04
C 1.98 2.64 -1.12 -0.27
C 2.94 3.61 -1.30 0.01
C 4.27 3.22 -1.18 -0.02
C 4.55 1.89 -0.92 -0.01
C 3.50 0.99 -0.80 -0.07
N 2.23 1.37 -0.91 0.09
H -5.17 -2.04 3.19 0.10
H -3.36 -0.56 4.01 0.11
H -2.00 0.75 2.40 0.10
H -4.24 -0.89 -0.84 0.11
H -5.61 -2.20 0.76 0.11
H -4.65 1.80 -0.41 0.11
H -5.23 3.69 -1.87 0.11
H -3.51 4.73 -3.34 0.10
H -1.20 3.85 -3.29 0.11
H 2.67 4.64 -1.49 0.13
H 5.06 3.94 -1.30 0.12
H 5.57 1.54 -0.82 0.12
H 3.67 -0.06 -0.62 0.11
C 3.81 -2.63 -3.76 -0.06
C 2.58 -2.55 -4.40 -0.06
C 1.41 -2.47 -3.66 -0.08
C 1.45 -2.47 -2.27 -0.29
C 2.70 -2.56 -1.63 -0.12
C 3.87 -2.64 -2.37 -0.07
Si -0.11 -2.37 -1.29 0.72
C -0.22 -3.45 0.20 -0.31
C -1.17 -3.20 1.20 -0.09
C -1.23 -4.00 2.32 -0.06
C -0.36 -5.07 2.46 -0.06
C 0.58 -5.34 1.47 -0.07
C 0.65 -4.53 0.35 -0.09
C -1.68 -2.18 -2.25 -0.31
C -2.66 -3.17 -2.15 -0.08
C -3.83 -3.07 -2.87 -0.07
C -4.05 -1.98 -3.70 -0.06
C -3.09 -0.98 -3.81 -0.06
C -1.90 -1.09 -3.09 -0.12
H 4.72 -2.70 -4.33 0.11
H 2.54 -2.55 -5.48 0.11
H 0.46 -2.41 -4.18 0.10
H 2.75 -2.57 -0.54 0.08
H 4.82 -2.72 -1.86 0.11
H -1.86 -2.36 1.11 0.09
H -1.97 -3.79 3.09 0.11
H -0.41 -5.70 3.34 0.11
H 1.25 -6.18 1.58 0.11
H 1.40 -4.74 -0.41 0.10
H -2.50 -4.02 -1.49 0.11
H -4.59 -3.85 -2.79 0.11
H -4.97 -1.90 -4.26 0.11
H -3.26 -0.12 -4.44 0.11
H -1.16 -0.30 -3.18 0.09
C 0.14 4.53 2.39 -0.02
C 0.99 3.95 1.24 -0.30
C -0.01 3.57 0.17 -0.06
C 1.91 2.88 1.82 -0.15
C 3.13 3.35 2.31 -0.05
C 3.97 2.55 3.05 -0.08
C 3.58 1.25 3.32 -0.03
C 2.39 0.72 2.82 -0.13
C 2.05 -0.71 3.19 -0.35
C 0.67 -0.88 3.84 -0.05
C 2.25 -1.68 2.03 -0.06
C 1.56 1.54 2.02 -0.28
O 0.40 1.04 1.52 -0.29
H -0.48 5.36 2.05 0.09
H 0.79 4.89 3.18 0.09
H -0.50 3.75 2.81 0.10
H 1.63 4.76 0.87 0.13
H -0.67 2.79 0.53 0.10
H 0.50 3.79 -1.84 0.16
H -0.62 4.42 -0.12 0.14
H 3.39 4.39 2.13 0.12
H 4.90 2.93 3.43 0.10
H 4.21 0.61 3.94 0.12
H 2.79 -1.00 3.95 0.13
H -0.12 -0.63 3.14 0.05
H 0.58 -0.25 4.72 0.09
H 0.53 -1.92 4.15 0.08
H 1.48 -1.56 1.27 0.01
H 2.21 -2.72 2.36 0.09
H 3.23 -1.51 1.55 0.08
```